No. 1
A gas-phase ion, C5H5NS2 (charge -2) in a non-equilibrium geometry, computed with wB97M-V/def2-TZVPD.

The molar mass comes out at 143.2 g/mol. As for the HOMO energy: 0.0810 hartree. The SMILES is Cn1ccc([S-])c1[S-]. The relative energy (zero: lowest compared OMol25 entry of this formula, charge and spin) comes out at 0.0 kcal/mol. Its spin multiplicity is 1. As for the charge: -2.

Structure (XYZ):
```
13
Properties=species:S:1:pos:R:3:forces:R:3
C 1.784 -1.599 0.155 -1.64 0.83 -0.64
C 0.474 -1.124 0.109 0.51 0.03 0.33
C 2.736 -0.523 0.028 -3.34 -0.66 0.26
C 1.908 0.628 0.008 1.04 -0.90 0.28
C -0.457 1.251 -0.222 1.79 -1.67 -0.24
N 0.595 0.225 0.061 -1.84 2.07 -0.12
S 4.380 -0.805 -0.105 2.56 -0.04 -0.15
S 2.277 2.295 0.071 0.80 1.23 -0.12
H 1.807 -2.634 -0.012 1.29 -1.48 0.20
H -0.489 -1.640 0.213 0.46 0.31 -0.18
H -1.382 0.921 0.194 -0.75 0.19 1.11
H 0.052 2.207 0.035 -0.95 -0.34 0.10
H -0.649 1.189 -1.281 0.07 0.44 -0.82
```
Forces are in eV/Å.


No. 2
A molecular structure, C41H38BKN6O10, computed with wB97M-V/def2-TZVPD.

The molar mass comes out at 824.7 g/mol. As for the HOMO energy: -0.0264 hartree. The relative energy (zero: lowest compared OMol25 entry of this formula, charge and spin) comes out at 110.4 kcal/mol. Its spin multiplicity is 1. As for the charge: -2.

Structure (XYZ):
```
97
Properties=species:S:1:pos:R:3:forces:R:3
K -0.923 -0.024 0.284 -0.23 -0.73 -0.63
O 4.560 0.926 4.591 0.01 -0.16 0.01
C 3.399 0.526 3.974 -0.13 0.06 -0.11
C 2.435 1.456 3.609 0.07 -0.03 0.04
C 1.281 1.007 2.984 0.26 0.10 -0.01
N 1.078 -0.283 2.698 -0.07 -0.07 -0.12
C 2.012 -1.170 3.054 -0.01 -0.03 -0.04
C 3.186 -0.810 3.713 0.09 -0.03 0.07
C 1.810 -2.650 2.697 0.03 0.12 0.02
O 1.509 -3.404 3.643 0.00 0.04 -0.09
O 2.013 -2.931 1.492 -0.02 -0.03 0.07
C 0.163 1.994 2.594 -0.42 -0.04 0.26
O 0.541 3.356 3.175 -0.04 0.01 -0.03
O -0.199 2.007 1.380 0.40 0.44 0.51
H 4.504 1.880 4.687 0.04 0.10 0.03
H 2.578 2.514 3.799 -0.10 0.02 -0.03
H 3.905 -1.562 4.012 -0.01 -0.01 -0.03
C 0.711 -4.785 -2.175 -0.01 0.18 -0.25
O 0.207 -5.011 -0.863 -0.03 -0.06 0.30
C -0.167 -3.780 -0.382 0.10 0.02 -0.61
N -0.027 -2.785 -1.145 0.10 0.18 0.33
C 0.621 -3.240 -2.366 0.07 -0.30 0.01
C 2.004 -2.663 -2.574 -0.08 0.16 -0.04
C 2.514 -2.562 -3.865 -0.04 -0.01 0.05
C 3.812 -2.117 -4.080 -0.01 0.02 -0.06
C 4.603 -1.752 -3.000 0.01 0.03 0.02
C 4.092 -1.845 -1.712 0.06 -0.03 0.00
C 2.803 -2.310 -1.491 -0.04 -0.07 0.02
C -0.743 -3.788 0.971 -0.11 -0.32 0.30
C -0.753 -4.971 1.708 0.02 0.12 0.00
C -1.306 -4.949 2.972 0.02 -0.06 -0.03
C -1.823 -3.764 3.457 -0.03 0.15 0.02
C -1.768 -2.640 2.640 0.03 -0.47 0.02
N -1.252 -2.653 1.417 0.04 0.10 0.05
C -2.353 -1.368 3.077 -0.48 0.69 0.13
N -2.359 -0.294 2.417 0.12 -0.09 0.24
C -3.113 0.708 3.149 -0.18 -0.03 0.18
C -3.531 -0.044 4.447 0.02 0.21 -0.12
O -3.023 -1.372 4.276 0.12 -0.32 0.05
C -2.362 1.976 3.468 -0.16 0.15 -0.23
C -0.947 1.898 3.853 0.36 0.08 -0.07
C -0.286 3.201 4.324 0.01 -0.11 0.08
C -1.196 4.378 4.501 0.08 0.03 -0.10
C -2.440 4.353 4.021 0.03 0.12 0.12
C -3.024 3.144 3.460 -0.01 -0.21 0.04
H 0.098 -5.338 -2.891 -0.02 -0.01 0.03
H 1.741 -5.138 -2.228 -0.02 -0.04 0.04
H -0.006 -2.976 -3.220 0.01 0.01 0.00
H 1.885 -2.835 -4.706 0.02 0.04 -0.01
H 4.199 -2.041 -5.090 -0.01 0.00 0.01
H 5.613 -1.391 -3.161 -0.01 0.00 0.00
H 4.703 -1.560 -0.863 -0.03 0.00 -0.01
H 2.421 -2.412 -0.476 0.01 0.05 0.00
H -0.306 -5.863 1.295 -0.01 0.00 0.00
H -1.324 -5.845 3.580 0.05 0.01 0.01
H -2.250 -3.689 4.447 0.00 0.01 -0.01
H -3.984 0.973 2.544 -0.01 -0.02 0.03
H -4.613 -0.095 4.572 0.01 -0.03 0.01
H -3.083 0.402 5.337 0.03 -0.06 0.00
H -0.730 1.012 4.455 -0.08 0.00 0.03
H 0.339 3.064 5.221 -0.05 0.00 0.02
H -0.784 5.269 4.966 -0.07 0.01 0.01
H -3.078 5.229 4.099 0.05 0.02 -0.02
H -4.053 3.178 3.114 0.02 -0.01 -0.01
C -0.106 1.310 -4.121 0.03 0.02 0.03
N 1.188 1.569 -3.507 -0.14 -0.24 0.18
C 2.299 1.416 -4.427 0.01 0.20 0.08
C 1.331 1.050 -2.204 -0.06 0.13 -0.44
O 0.528 0.254 -1.750 0.60 0.27 -0.26
N 2.426 1.525 -1.518 -0.11 -0.08 0.09
C 2.805 2.927 -1.641 -0.02 -0.14 0.03
C 2.585 1.021 -0.157 -0.01 -0.10 0.03
H -0.328 2.114 -4.826 -0.03 -0.03 -0.03
H -0.873 1.279 -3.351 -0.02 0.04 -0.06
H -0.128 0.352 -4.656 0.02 -0.01 0.04
H 2.239 0.461 -4.960 0.00 -0.08 -0.04
H 3.245 1.439 -3.888 0.00 0.02 0.00
H 2.285 2.225 -5.165 0.04 -0.03 0.01
H 2.590 3.298 -2.637 0.02 0.03 -0.01
H 3.874 3.025 -1.437 -0.01 0.02 -0.03
H 2.256 3.531 -0.910 0.02 0.00 -0.01
H 2.392 -0.049 -0.132 0.01 0.03 0.03
H 1.885 1.513 0.520 -0.04 0.04 0.00
H 3.609 1.208 0.173 -0.01 -0.02 -0.04
O -4.017 -0.278 -3.047 -0.07 0.10 -0.31
B -3.686 0.132 -1.685 0.05 -0.34 0.29
O -3.691 1.580 -1.755 0.01 0.38 -0.23
C -3.991 1.965 -3.018 -0.08 -0.16 -0.10
C -4.121 3.234 -3.546 0.06 0.00 0.10
C -4.484 3.347 -4.892 0.01 0.02 -0.04
C -4.694 2.220 -5.673 0.01 0.02 -0.03
C -4.545 0.936 -5.139 0.04 -0.08 0.02
C -4.196 0.827 -3.808 -0.02 0.12 0.16
H -3.940 4.108 -2.933 -0.04 -0.02 0.01
H -4.602 4.331 -5.332 0.01 -0.01 0.01
H -4.977 2.335 -6.713 0.02 0.00 0.01
H -4.693 0.052 -5.748 -0.02 0.00 0.03
```
Forces are in eV/Å.


No. 3
A gas-phase ion, C2H5NOP (charge +1) in a non-equilibrium geometry, computed with wB97M-V/def2-TZVPD.

The molar mass comes out at 90.0 g/mol. As for the HOMO energy: -0.5048 hartree. The SMILES is C=[NH+]/C=P\O. The relative energy (zero: lowest compared OMol25 entry of this formula, charge and spin) comes out at 23.8 kcal/mol. Its spin multiplicity is 1. As for the charge: +1.

Structure (XYZ):
```
10
Properties=species:S:1:pos:R:3:forces:R:3
C 1.312 0.633 0.230 3.24 3.11 -3.84
C -0.520 -0.937 0.652 -3.24 -0.09 -1.88
N 0.290 0.169 0.797 2.15 -0.97 3.08
O -1.310 0.071 -1.593 1.02 3.85 -4.23
P -1.560 -1.145 -0.728 -0.35 -3.15 2.87
H 1.546 0.651 -0.877 -1.06 -0.97 1.12
H 2.141 1.299 0.648 -1.83 -1.05 0.65
H -0.864 -1.234 1.664 0.12 -0.59 -1.13
H -1.489 0.298 -2.591 0.21 -1.18 2.87
H 0.452 0.194 1.798 -0.25 1.05 0.48
```
Forces are in eV/Å.


No. 4
C6H11NS in the gas phase in a non-equilibrium geometry, computed with wB97M-V/def2-TZVPD.

The molar mass comes out at 129.2 g/mol. As for the HOMO energy: -0.3115 hartree. The SMILES is C[C@H]1[C@@H]2NC[C@H](S)[C@H]12. The relative energy (zero: lowest compared OMol25 entry of this formula, charge and spin) comes out at 23.6 kcal/mol. Its spin multiplicity is 1.

Structure (XYZ):
```
19
Properties=species:S:1:pos:R:3:forces:R:3
C 1.518 0.893 -1.786 0.34 -0.04 0.52
C 0.653 0.164 -0.797 -0.56 -1.17 0.54
C 1.012 0.149 0.694 -0.31 0.37 -0.74
C -0.804 -1.227 1.210 -1.79 -0.55 -1.15
C -1.370 0.175 0.811 -0.47 -0.13 0.71
C -0.222 0.918 0.203 1.25 -2.10 0.17
H 1.026 0.956 -2.742 -0.32 0.49 -0.34
H 1.778 1.891 -1.375 -0.05 -0.49 -0.52
H 2.434 0.319 -1.990 -0.06 0.25 0.27
H 0.195 -0.818 -1.161 0.79 1.35 0.46
H 1.860 0.640 1.165 0.07 0.18 -0.66
H 1.163 -1.802 1.299 0.51 -0.74 -0.23
H -1.354 -1.607 2.076 0.25 0.13 0.20
H -1.082 -1.975 0.411 0.64 0.64 0.34
H -1.602 0.647 1.805 -0.23 -0.04 -1.11
H -2.615 -0.543 -1.219 0.41 -0.19 -0.08
H -0.259 1.968 0.149 0.06 1.12 0.06
N 0.597 -1.004 1.448 -0.70 0.85 0.57
S -2.928 0.256 -0.202 0.18 0.07 1.00
```
Forces are in eV/Å.


No. 5
2 unconnected molecules or ions with the total composition C3H7BO in a non-equilibrium geometry, computed with wB97M-V/def2-TZVPD.

The molar mass comes out at 69.9 g/mol. As for the HOMO energy: -0.2952 hartree. The SMILES is C=BC=C.O. The relative energy (zero: lowest compared OMol25 entry of this formula, charge and spin) comes out at 61.0 kcal/mol. Its spin multiplicity is 1.

Structure (XYZ):
```
12
Properties=species:S:1:pos:R:3:forces:R:3
B -0.060 -0.907 0.060 1.32 -2.29 -0.11
C -2.360 -0.096 0.450 -0.92 1.38 0.54
C -1.573 -1.073 0.071 -0.27 -1.54 -0.60
C 1.297 -1.291 0.037 0.05 3.11 0.16
O 1.943 2.232 -0.658 -0.10 0.60 -0.21
H -3.434 -0.150 0.369 -0.18 -0.12 0.12
H -1.983 0.840 0.861 0.04 -0.08 -0.21
H -2.124 -2.042 -0.245 1.46 1.54 0.20
H 2.239 -0.686 0.070 -1.28 -0.03 -0.30
H 1.724 3.082 -1.103 0.56 -0.87 0.72
H 1.626 -2.272 0.156 -0.18 -1.97 0.20
H 2.705 2.363 -0.067 -0.50 0.27 -0.49
```
Forces are in eV/Å.


No. 6
A molecular structure, C11H15BNOPdS3, computed with wB97M-V/def2-TZVPD.

The molar mass comes out at 390.7 g/mol. As for the HOMO energy (spin up / spin down): -0.4578 / -0.4569 hartree. Its spin multiplicity is 1. As for the charge: +1.

Structure (XYZ):
```
33
Properties=species:S:1:pos:R:3:forces:R:3
Pd -0.142 0.209 0.730 -0.09 -0.34 -0.14
S 1.232 -1.334 -0.165 0.05 0.20 -0.07
C 0.326 -2.768 -0.273 0.07 -0.10 0.06
C 0.921 -4.041 -0.365 -0.01 0.03 0.01
C 0.106 -5.118 -0.592 0.00 0.02 -0.02
C -1.299 -4.975 -0.634 -0.04 0.03 0.03
C -1.900 -3.755 -0.454 -0.01 -0.06 -0.02
C -1.076 -2.627 -0.324 -0.05 -0.05 0.04
S -1.686 -1.033 -0.296 0.04 0.20 0.01
H 1.993 -4.151 -0.272 -0.01 0.01 0.00
H 0.541 -6.101 -0.704 -0.01 -0.01 0.02
H -1.915 -5.854 -0.764 0.01 -0.01 0.00
H -2.977 -3.657 -0.424 0.00 0.02 -0.02
B -0.736 -3.253 3.210 0.04 -0.01 0.06
C -0.414 -1.798 2.844 -0.23 0.13 0.22
N -0.254 -0.689 2.507 0.14 -0.05 -0.02
H -0.508 -3.787 2.127 0.02 0.00 -0.09
H -1.906 -3.307 3.492 0.02 -0.02 -0.03
H 0.025 -3.662 4.046 0.01 -0.01 -0.04
O -0.050 2.003 -0.500 0.10 0.03 0.06
S -0.460 3.457 -0.201 -0.16 -0.12 0.05
C -0.398 4.233 -1.839 0.08 0.09 -0.05
C 0.725 5.271 -1.813 0.04 -0.05 0.01
C 1.800 4.710 -0.882 -0.06 0.07 0.01
C 1.038 4.289 0.370 0.06 0.01 -0.08
H -1.380 4.625 -2.091 0.00 0.02 0.02
H -0.164 3.393 -2.495 -0.02 0.00 0.00
H 0.354 6.221 -1.424 0.00 0.00 -0.01
H 1.095 5.453 -2.822 0.01 -0.01 0.00
H 2.564 5.448 -0.643 0.00 -0.01 0.00
H 2.294 3.848 -1.333 -0.02 -0.01 -0.01
H 0.701 5.152 0.949 -0.01 0.00 0.00
H 1.550 3.598 1.038 0.02 0.01 -0.01
```
Forces are in eV/Å.